Record 1
# C4H31N3O9

A 10-piece molecular cluster, C4H31N3O9 overall (the ωB97M-V functional and the def2-TZVPD basis, the Open Molecules 2025 dataset).

Results
LUMO   0.00831 Ha
Gap between HOMO and LUMO   9.0 eV
SMILES string   NCC[C@H](N)CN.O.O.O.O.O.O.O.O.O
HOMO   -8.77 eV
Calculated total energy   -1012.23834 Eh

Each line ends with the Mulliken charge.
Cartesian coordinates (Å):
N -1.5015 -0.1142 2.0971  -0.497
C -0.2422 -0.5433 1.5323  -0.919
C 0.3933 0.5872 0.7513  -0.385
C 0.3610 0.2297 -0.7571  1.438
N 1.7229 -0.4048 -1.0697  -0.596
C -0.1049 1.4651 -1.5973  -0.885
N -0.8569 0.9971 -2.7831  -0.353
H -1.8831 -0.7791 2.5757  0.255
H -2.2019 0.2029 1.2486  0.162
H -0.3694 -1.3113 0.8186  0.501
H 0.2860 -0.9915 2.3744  0.517
H -0.1879 1.4608 1.2030  -0.296
H 1.4597 0.9969 1.1027  -0.108
H -0.4525 -0.5227 -1.2307  -0.300
H 1.8411 -0.5060 -2.0271  0.432
H 2.4299 0.2054 -0.7556  0.062
H -0.5313 2.1849 -0.8984  0.223
H 0.9143 1.9507 -1.8182  0.174
H -1.7612 0.5570 -2.6591  0.187
H -0.7998 1.7694 -3.5299  0.237
O 1.1680 3.2599 1.1504  -0.577
H 0.5520 3.4591 1.9650  0.356
H 1.6860 3.9140 0.7079  0.228
O 3.9940 1.3071 -2.0496  -0.625
H 3.4563 0.7121 -2.5275  0.286
H 3.4335 2.0056 -1.6635  0.309
O 3.5436 0.9452 0.5518  -0.650
H 2.7368 0.8017 1.2313  0.469
H 4.0961 1.4120 1.0822  0.315
O -3.6355 0.3081 -1.4124  -0.629
H -4.1611 -0.4252 -0.9783  0.316
H -4.2285 0.8361 -2.0614  0.295
O -2.5304 -2.6426 0.9457  -0.607
H -2.1075 -3.3417 1.5469  0.303
H -2.3531 -3.0021 0.0850  0.288
O -1.0201 3.1156 2.9263  -0.760
H -0.9301 2.1117 2.9103  0.387
H -1.8106 3.2936 2.3696  0.338
O 0.3548 -3.0925 -0.7376  -0.620
H 0.9119 -2.3762 -0.9443  0.315
H 0.6198 -3.6128 -0.0123  0.236
O -0.5381 -3.1826 3.0311  -0.643
H -0.2009 -2.2658 3.3218  0.361
H -0.2159 -3.3590 2.1805  0.325
O -0.9396 -1.8738 -2.8885  -0.582
H -1.0998 -2.7603 -2.7060  0.327
H -0.2967 -1.5543 -2.3364  0.392

Record 2
# C29H25ClPTl

C29H25ClPTl as an isolated structure (the ωB97M-V functional and the def2-TZVPD basis, the Open Molecules 2025 dataset).

Results
LUMO (alpha / beta)   -0.09340 / -0.09336 Ha
Gap between HOMO and LUMO (alpha / beta)   5.2 / 5.2 eV
HOMO (alpha / beta)   -7.71 / -7.71 eV
Calculated total energy   -2093.97913 Eh

Each line ends with the Mulliken charge.
Cartesian coordinates (Å):
C -0.8637 -2.3529 3.2052  -0.922
C -0.7496 -2.5469 1.8074  -0.067
C 0.6099 -2.8551 1.5085  -0.093
H -1.5492 -2.4629 1.0787  0.455
C 1.3457 -2.8229 2.7216  -1.018
C 0.4345 -2.4776 3.7783  -0.536
H 0.6933 -2.3348 4.8364  0.681
H -1.7875 -2.1764 3.7556  0.410
H 1.0109 -3.0975 0.5289  0.474
H 2.4200 -3.0110 2.8293  0.440
Tl 1.6171 0.0612 3.5974  0.734
Cl 3.0993 0.4685 1.5507  -0.507
P 0.2182 -0.1270 -1.2020  0.791
C 1.4425 -1.1948 -2.0342  -0.108
C 1.2117 -1.9635 -3.1896  0.105
H 0.2568 -1.8964 -3.7152  0.410
C 2.2060 -2.8334 -3.6593  -0.613
H 2.0075 -3.4325 -4.5507  0.381
C 3.4279 -2.9416 -2.9956  -0.444
H 4.1887 -3.6388 -3.3572  0.356
C 3.6799 -2.1500 -1.8693  -0.557
H 4.6363 -2.2121 -1.3521  0.424
C 2.6965 -1.2879 -1.4028  0.090
H 2.8890 -0.6783 -0.5111  -0.372
C -1.3594 -0.6626 -1.9529  0.361
C -1.7397 -2.0204 -1.8225  -0.524
H -1.0082 -2.7680 -1.5119  0.598
C -3.0563 -2.4008 -2.0791  -0.728
H -3.3430 -3.4429 -1.9406  0.372
C -3.9958 -1.4531 -2.4792  -0.469
H -5.0383 -1.7443 -2.6267  0.360
C -3.6099 -0.1273 -2.6893  -0.559
H -4.3342 0.6108 -3.0317  0.392
C -2.2985 0.2723 -2.4340  -0.583
H -1.9977 1.3091 -2.5975  0.342
C 0.5181 1.5363 -1.8868  0.108
C 1.0522 1.7405 -3.1695  -0.140
H 1.2533 0.8893 -3.8183  0.374
C 1.3361 3.0397 -3.6102  -0.601
H 1.7568 3.1842 -4.6095  0.374
C 1.1060 4.1367 -2.7783  -0.457
H 1.3599 5.1443 -3.1159  0.353
C 0.5462 3.9414 -1.5060  -0.530
H 0.3446 4.7993 -0.8629  0.392
C 0.2527 2.6510 -1.0601  -0.325
H -0.1783 2.5002 -0.0691  0.398
C -2.0362 3.2320 5.0338  -0.458
C -2.2514 2.4323 3.9011  -0.554
C -1.1853 1.7017 3.3190  -0.182
C 0.0306 1.7557 3.9733  0.301
C 0.3020 2.5579 5.0654  -0.566
C -0.7733 3.3107 5.6190  -0.416
H -2.8713 3.7932 5.4803  0.340
H -3.2632 2.3861 3.4818  0.359
H -1.3304 1.1138 2.4064  0.475
H 1.3017 2.5952 5.5129  0.342
H -0.6315 3.9503 6.4999  0.340

Record 3
# C20H40ClFO17S2

A 5-piece molecular cluster, C20H40ClFO17S2 overall (the ωB97M-V functional and the def2-TZVPD basis, the Open Molecules 2025 dataset).

Results
LUMO   -0.01030 Ha
Gap between HOMO and LUMO   10.4 eV
HOMO   -10.71 eV
Calculated total energy   -3421.47073 Eh

Each line ends with the Mulliken charge.
Cartesian coordinates (Å):
O -3.7673 -3.3044 1.8983  -0.475
S -2.7682 -2.2885 1.8302  0.805
O -3.3174 -1.0510 0.8248  -0.167
F -3.9954 -1.6121 -0.2881  -0.145
O -1.6261 -2.9034 0.8807  -0.306
C -0.7723 -1.9792 0.1785  -0.471
C 0.4599 -2.7192 -0.2993  -0.966
C 1.5088 -1.6994 -0.7679  -0.106
C 2.4038 -1.2413 0.3942  -0.761
S 2.6213 0.5167 0.6276  1.084
O 1.4926 1.0242 1.3337  -0.542
O 3.9390 0.7661 1.0987  -0.544
Cl 2.5052 1.2543 -1.2600  -0.208
H -1.3136 -1.5683 -0.6736  0.319
H -0.4889 -1.1427 0.8273  0.425
H 0.1963 -3.3769 -1.1271  0.310
H 0.8562 -3.3370 0.5081  0.392
H 0.9870 -0.8423 -1.1919  0.615
H 2.1233 -2.1229 -1.5587  -0.095
H 1.9700 -1.5321 1.3526  0.380
H 3.4058 -1.6569 0.3185  0.449
C 2.3579 -4.6433 -5.9127  -1.128
C 1.5649 -3.5214 -5.2820  -0.248
O 2.2934 -2.8908 -4.2094  -0.282
C 3.2271 -2.0179 -4.5896  0.691
O 3.4802 -1.6983 -5.7223  -0.539
O 3.8293 -1.5594 -3.4957  -0.221
C 4.8657 -0.5938 -3.7206  -0.802
H 2.6693 -5.3625 -5.1547  0.298
H 1.7439 -5.1597 -6.6507  0.379
H 3.2463 -4.2587 -6.4114  0.295
H 0.6603 -3.8984 -4.8091  0.320
H 1.2833 -2.7669 -6.0155  0.329
H 4.4927 0.2434 -4.3066  0.296
H 5.7218 -1.0437 -4.2197  0.340
H 5.1496 -0.2492 -2.7308  0.264
C -5.3826 1.3694 1.5353  -1.030
C -6.4774 1.4681 2.5735  -0.305
O -5.9539 1.8631 3.8560  -0.293
C -5.7081 3.1639 3.9957  0.685
O -5.9149 4.0227 3.1785  -0.582
O -5.1930 3.3570 5.2112  -0.219
C -4.8274 4.7112 5.4970  -0.706
H -4.5900 0.7129 1.8859  0.243
H -5.7818 0.9696 0.6031  0.367
H -4.9520 2.3502 1.3357  0.354
H -6.9334 0.4966 2.7542  0.333
H -7.2594 2.1645 2.2731  0.317
H -5.6617 5.3830 5.3090  0.301
H -3.9736 5.0079 4.8901  0.313
H -4.5608 4.7257 6.5495  0.208
C -4.7108 0.2002 6.9925  -0.951
C -3.8545 0.1830 8.2377  -0.299
O -4.4599 0.9271 9.3126  -0.352
C -5.4241 0.2918 9.9724  0.791
O -5.8000 -0.8355 9.7786  -0.557
O -5.9062 1.1186 10.9025  -0.338
C -6.9814 0.5760 11.6743  -0.635
H -4.9420 1.2231 6.6962  0.282
H -4.1818 -0.2822 6.1698  0.323
H -5.6477 -0.3310 7.1563  0.319
H -2.9042 0.6848 8.0648  0.294
H -3.6507 -0.8330 8.5747  0.343
H -6.7012 -0.3824 12.1059  0.298
H -7.8673 0.4501 11.0539  0.290
H -7.1746 1.3015 12.4585  0.218
C 9.5321 1.9396 -9.0364  -1.077
C 8.6552 2.8889 -8.2509  -0.192
O 7.2578 2.6523 -8.4984  -0.386
C 6.7289 1.6207 -7.8419  0.753
O 7.3046 0.9113 -7.0551  -0.569
O 5.4507 1.5126 -8.1938  -0.349
C 4.7656 0.4047 -7.5942  -0.313
H 9.2917 1.9914 -10.0987  0.292
H 10.5805 2.2078 -8.9033  0.348
H 9.3925 0.9139 -8.6986  0.309
H 8.8146 3.9187 -8.5644  0.290
H 8.8482 2.8186 -7.1810  0.312
H 4.8965 0.4067 -6.5176  -0.007
H 5.1353 -0.5354 -7.9987  0.305
H 3.7164 0.5272 -7.8417  0.286